{
  "formula": "C23H23Br2Cl3N5O2Sr",
  "method": "ωB97M-V/def2-TZVPD",
  "species": ["Sr", "C", "N", "C", "C", "C", "C", "C", "C", "C", "C", "H", "H", "H", "H", "H", "H", "H", "H", "H", "H", "H", "H", "N", "C", "C", "O", "O", "H", "H", "H", "H", "Br", "C", "C", "C", "N", "C", "C", "C", "C", "C", "Br", "C", "C", "N", "H", "H", "H", "H", "H", "H", "Cl", "C", "Cl", "Cl", "C", "N", "H"],
  "positions_angstrom": [[0.0000, 0.0000, 0.0000], [-2.7425, 1.9158, 0.9046], [-1.4799, 1.5461, 1.5461], [-1.7478, 0.7504, 2.7471], [-0.7017, 2.7569, 1.8633], [0.7216, 2.4797, 2.2891], [1.3051, 3.1782, 3.3552], [2.6391, 2.9515, 3.7030], [3.4027, 2.0319, 2.9857], [2.8338, 1.3411, 1.9177], [1.5039, 1.5701, 1.5701], [-3.3713, 2.5354, 1.5545], [-3.3103, 1.0207, 0.6268], [-2.5572, 2.4672, -0.0240], [-2.3124, 1.3136, 3.4990], [-0.8201, 0.3949, 3.2077], [-2.3223, -0.1469, 2.4895], [-1.2179, 3.3456, 2.6334], [-0.6340, 3.3964, 0.9726], [0.7263, 3.9059, 3.9186], [3.0838, 3.4969, 4.5322], [4.4410, 1.8575, 3.2548], [3.4184, 0.6251, 1.3492], [-1.4875, 1.5218, -1.5218], [-0.6211, 1.8132, -2.6731], [0.7912, 2.2726, -2.1845], [1.1325, 3.4277, -2.5789], [1.4182, 1.4525, -1.4525], [-2.4401, 1.3090, -1.7644], [-1.4984, 2.3465, -0.8752], [-1.0804, 2.5948, -3.2869], [-0.5072, 0.9143, -3.2870], [4.3430, -4.3430, 3.8782], [3.1978, -3.1979, 2.8991], [2.3459, -2.3459, 3.5763], [1.5388, -1.5388, 2.8114], [1.5438, -1.5438, 1.4615], [2.3831, -2.3831, 0.7688], [3.2252, -3.2252, 1.5031], [2.3840, -2.3840, -0.7685], [3.2270, -3.2270, -1.5008], [3.2014, -3.2014, -2.8969], [4.3477, -4.3477, -3.8733], [2.3502, -2.3502, -3.5762], [1.5422, -1.5422, -2.8132], [1.5456, -1.5456, -1.4632], [2.3057, -2.3057, 4.6579], [0.8414, -0.8414, 3.2665], [3.9113, -3.9113, 1.0240], [3.9126, -3.9126, -1.0201], [2.3113, -2.3113, -4.6578], [0.8454, -0.8454, -3.2700], [-4.0581, -4.0542, -1.9948], [-3.0266, -3.0294, -3.0259], [-1.9960, -4.0618, -4.0503], [-4.0524, -2.0006, -4.0588], [-2.1778, -2.1790, -2.1775], [-1.5061, -1.5061, -1.5061], [-1.3810, -1.3810, 1.3810]],
  "multiplicity": 1,
  "homo_ev": -3.097,
  "total_charge": -1,
  "max_force_ev_per_a": 2.80,
  "lumo_energy_ev": 1.7,
  "homo_lumo_gap_ev": 4.754,
  "e_above_lowest_kj_mol": 0.0
}